This record from the Open Molecules 2025 dataset describes a structure of composition C28H64N8O13SY. The level of theory is wB97M-V/def2-TZVPD.

* LUMO energy: -3.44 eV
* charge: +1

XYZ file:
```
115
Properties=species:S:1:pos:R:3:forces:R:3
Y -0.4550 -2.6671 0.5890 -1.17 2.73 -0.81
S -0.2707 0.1864 0.4768 0.02 3.65 -2.04
O -1.2962 -0.7530 -0.0333 -2.46 -0.25 -0.82
O 0.4799 0.7426 -0.6500 -0.39 -0.21 0.51
O -0.7872 1.2134 1.3658 -0.12 -0.53 -0.16
O 0.5393 -0.7878 1.1887 3.04 -2.65 2.47
C -2.3487 -0.9737 3.1376 -1.01 0.04 0.71
O -1.8770 -1.8907 2.4747 1.20 -1.99 -1.36
N -3.1540 -1.1924 4.1765 0.25 -0.05 -0.02
C -3.4809 -0.0581 5.0059 -1.00 0.36 0.73
C -3.7439 -2.4816 4.5871 -0.12 -0.02 -0.36
H -2.2000 0.0836 2.8689 0.28 -0.23 0.21
H -3.1529 0.8981 4.5984 -0.04 -0.24 -0.23
H -3.0843 -0.1463 6.0174 0.26 -0.22 -0.04
H -4.5662 -0.0532 5.1074 -0.07 0.39 0.01
H -3.2796 -2.9331 5.4638 0.30 0.25 -0.03
H -4.7967 -2.3433 4.8336 0.03 0.47 0.14
H -3.7871 -3.2348 3.8003 0.59 0.30 -0.25
C 0.5638 -1.7262 -2.7062 -0.33 0.62 1.69
O 0.0216 -2.2859 -1.6992 1.29 -0.42 -1.82
N 1.1096 -2.2522 -3.7773 -0.95 -2.33 -0.23
C 1.5098 -1.4713 -4.8978 0.56 0.71 -1.12
C 1.0575 -3.6870 -4.1035 -0.47 -0.26 1.12
H 0.6961 -0.6350 -2.7708 -0.45 -0.06 0.73
H 1.0744 -0.4725 -4.9270 0.34 0.08 0.47
H 1.1483 -1.9298 -5.8182 -0.02 -0.22 0.06
H 2.5994 -1.4883 -4.9250 0.07 0.46 -0.24
H 0.9506 -4.2277 -3.1631 0.15 -0.10 -0.07
H 0.1683 -3.9255 -4.6871 -0.02 0.23 -0.17
H 1.9323 -4.0473 -4.6448 0.10 0.41 0.14
C 2.6581 -4.0438 0.8254 1.74 -3.33 0.73
O 1.8230 -3.2822 0.4010 -2.12 1.83 -0.54
N 3.3669 -4.8785 0.0604 0.02 0.19 -0.91
C 4.1757 -5.9671 0.5374 1.52 -0.01 1.28
C 3.5511 -4.6362 -1.3878 -0.82 0.77 0.82
H 2.8255 -4.2233 1.8987 -0.09 0.17 0.00
H 4.1579 -6.8751 -0.0653 -0.50 0.33 -0.32
H 3.9898 -6.2812 1.5645 -0.51 0.28 0.01
H 5.2110 -5.6267 0.5548 0.24 -0.15 -0.16
H 2.8375 -3.8464 -1.6223 -0.13 -0.31 -0.50
H 4.5304 -4.1959 -1.5753 0.20 -0.39 0.00
H 3.3807 -5.5714 -1.9212 0.04 0.29 -0.16
C -3.8571 -3.3610 -0.4544 0.95 2.12 -0.79
O -2.6142 -3.0490 -0.3382 -2.22 -1.40 0.11
N -4.7978 -2.4809 -0.9004 0.72 -1.54 1.01
C -6.2518 -2.8165 -0.9618 1.32 -0.01 -0.68
C -4.4493 -1.1357 -1.3386 0.52 -0.28 -0.56
H -4.2178 -4.3861 -0.2775 0.05 0.36 0.16
H -6.7917 -2.1680 -0.2718 -0.09 -0.38 0.07
H -6.3885 -3.8905 -0.8360 -0.10 0.18 0.55
H -6.5717 -2.6186 -1.9848 -0.13 0.22 0.05
H -4.8505 -1.0301 -2.3465 -0.28 0.25 0.04
H -4.8352 -0.3579 -0.6797 0.01 -0.16 0.06
H -3.3677 -1.0536 -1.4466 -0.02 0.05 0.44
C 0.9977 1.1973 4.2170 -1.08 0.16 0.16
O 0.4732 2.0389 4.9124 -0.99 0.72 0.01
N 2.1576 0.6716 4.5496 2.45 -1.24 0.45
C 2.8627 -0.3452 3.7642 -0.60 1.28 -0.35
C 2.8369 1.0313 5.7955 0.16 -0.34 -0.01
H 0.5254 0.7620 3.3228 0.15 0.17 -0.13
H 3.0050 -1.2383 4.3726 0.18 -0.11 -0.24
H 3.7900 0.0996 3.4031 0.49 -0.32 0.41
H 2.3252 -0.5113 2.8306 -0.39 -0.41 0.23
H 2.2802 1.7414 6.4070 -0.08 -0.15 -0.38
H 3.0133 0.1146 6.3582 -0.27 -0.14 0.24
H 3.8478 1.3995 5.6207 -0.06 0.37 -0.34
C -3.7298 2.3736 1.8448 -0.71 -0.91 1.93
O -4.4329 2.3358 2.8789 1.19 0.19 -1.62
N -4.2103 2.3481 0.6032 -1.11 -0.62 -2.68
C -3.3562 2.3656 -0.6195 -0.63 0.45 0.85
C -5.6535 2.3575 0.3020 -0.12 1.23 1.12
H -2.6327 2.2809 1.8475 -0.10 0.41 0.23
H -2.3141 2.2802 -0.3116 -0.07 0.04 -0.26
H -3.5719 3.2640 -1.1977 0.38 0.50 0.33
H -3.6435 1.6092 -1.3499 0.08 -0.66 0.46
H -6.2315 2.3864 1.2257 0.31 -0.36 0.18
H -5.9121 3.3191 -0.1412 0.11 0.01 -0.46
H -6.0678 1.5692 -0.3267 0.64 -0.25 -0.09
C -1.5315 3.8299 -4.2345 0.55 1.18 0.02
O -1.2204 5.0255 -4.3095 -0.72 -1.86 0.11
N -1.0091 2.9672 -3.3250 0.63 0.09 1.07
C -1.0389 1.4977 -3.3553 -0.90 0.76 -1.74
C -0.0768 3.4783 -2.3075 -0.46 -0.07 0.10
H -2.2848 3.3642 -4.8887 0.07 -0.01 -0.14
H -1.3208 0.9594 -2.4504 0.31 0.57 0.31
H -0.0954 1.1386 -3.7663 0.32 -0.09 0.41
H -1.7626 1.2198 -4.1216 -0.27 -0.06 -0.09
H 0.1630 4.5404 -2.3587 -0.11 -0.17 -0.78
H -0.5837 3.3786 -1.3477 0.42 -0.44 0.25
H 0.8144 2.8555 -2.3852 0.02 0.29 0.50
C 4.0665 -0.8059 -2.6696 2.35 0.82 -2.16
O 4.8635 -1.3815 -3.4478 -1.84 -0.45 1.48
N 3.8851 0.5182 -2.7936 -0.92 1.54 1.43
C 3.1940 1.3449 -1.7659 -0.51 -0.63 -1.34
C 4.4350 1.3333 -3.8774 0.14 -1.38 -0.79
H 3.4925 -1.2443 -1.8386 0.17 -0.20 -0.03
H 3.0231 0.8662 -0.8017 0.53 -0.04 -0.12
H 2.1956 1.4892 -2.1790 -0.03 0.49 0.33
H 3.7367 2.2896 -1.7338 -0.16 -0.09 0.55
H 3.8105 2.1192 -4.3021 -0.72 -0.01 0.82
H 5.3769 1.8167 -3.6179 0.18 -0.38 0.01
H 4.5084 0.6212 -4.6993 0.85 0.19 -0.13
C 1.8522 3.8513 2.1867 -0.14 -1.74 0.89
C 1.9566 5.0993 1.3327 -1.24 -0.52 1.79
C 3.1602 4.8454 0.5222 0.88 0.36 -0.57
O 3.7384 3.5844 0.9158 0.91 0.91 -1.01
C 2.7573 2.7948 1.5292 -0.54 0.72 -0.22
H 0.8573 3.4173 2.2859 -0.14 0.39 0.24
H 2.2555 4.1170 3.1639 -0.18 -0.48 0.20
H 2.1342 5.8752 2.0773 -0.48 0.55 -0.60
H 1.0210 5.1986 0.7823 0.26 0.55 -0.14
H 3.8894 5.6341 0.7074 0.32 -0.27 -0.26
H 2.8067 4.9371 -0.5048 0.71 -0.70 -0.57
H 3.2416 2.0720 2.1858 0.04 0.24 0.29
H 2.2448 2.2160 0.7607 -0.50 -0.07 -0.05
```
Positions in Å, forces in eV/Å.